1.
19
Properties=species:S:1:pos:R:3:forces:R:3:nbo_charge:R:1 method="wB97M-V/def2-TZVPD" fmax_ev_per_a=3.9 charge=-1 de_lowest_kcal_mol=175.1 spin_multiplicity=1
C -2.646 0.202 -0.541 0.5 0.0 -0.3 -0.628
C -1.455 1.144 -0.065 -0.2 0.9 0.0 -0.250
N -0.508 0.542 0.879 0.8 -0.6 -1.0 -0.540
C 1.645 -0.444 1.396 -3.8 1.0 0.4 -0.452
C 0.527 -0.348 0.376 -2.7 -1.2 0.9 -0.128
C 1.191 -0.280 -1.047 1.2 1.6 -2.4 -0.048
O 2.104 0.774 -1.234 -1.9 -2.7 0.6 -0.838
H -3.534 0.752 -0.927 0.7 0.1 0.1 0.184
H -3.035 -0.354 0.317 0.3 -0.2 0.0 0.195
H -2.331 -0.499 -1.341 -0.1 0.2 0.5 0.192
H -2.039 1.907 0.577 1.2 -0.5 -1.2 0.165
H -0.934 1.621 -1.001 -1.0 -0.6 1.6 0.187
H 3.428 -0.945 0.579 0.4 0.0 -0.3 0.038
H 1.635 0.560 1.801 0.7 0.5 0.4 0.235
H 1.474 -1.192 2.162 0.7 -0.4 -0.1 0.198
H 2.649 -0.499 0.759 1.0 -0.3 -0.3 0.079
H -0.117 -1.330 0.273 1.6 0.8 0.3 0.201
H 1.618 -1.360 -1.136 -0.1 1.2 0.0 0.093
H 0.327 -0.251 -1.827 0.8 0.1 1.1 0.119



2.
19
Properties=species:S:1:pos:R:3:forces:R:3:nbo_charge:R:1 method="wB97M-V/def2-TZVPD" fmax_ev_per_a=2.3 smiles=CCN[C@H](C)C[O-] charge=-1 de_lowest_kcal_mol=25.1 spin_multiplicity=1
C -0.348 -0.968 -2.515 0.0 -1.2 -0.5 -0.621
C -0.559 -0.563 -1.081 1.3 0.5 1.9 -0.247
N 0.778 -0.202 -0.473 -1.4 0.6 -0.9 -0.694
C -0.357 -0.553 1.856 0.3 1.7 0.2 -0.650
C 0.733 0.072 0.966 0.8 -0.4 0.0 -0.104
C 0.533 1.766 1.082 1.2 -1.5 0.8 -0.001
O 0.403 2.306 -0.101 -0.3 0.5 -0.9 -0.912
H 0.700 -1.255 -2.672 -0.1 0.4 0.1 0.215
H -0.641 -0.214 -3.244 0.1 0.1 0.1 0.196
H -0.902 -1.886 -2.752 -0.2 0.2 -0.1 0.183
H -0.877 -1.356 -0.387 -0.6 -0.2 -0.8 0.171
H -1.242 0.299 -0.983 0.0 -0.3 -0.1 0.184
H 0.843 0.811 -0.778 0.4 -0.3 -0.2 0.403
H -0.093 -0.131 2.843 -0.2 -0.4 0.0 0.201
H -1.312 -0.066 1.627 -0.1 -0.4 -0.1 0.197
H -0.478 -1.617 1.953 0.2 -0.6 -0.2 0.184
H 1.719 -0.391 1.280 -0.7 1.1 0.4 0.153
H -0.362 1.799 1.751 0.2 0.5 0.1 0.071
H 1.463 2.150 1.628 -0.7 -0.3 0.2 0.071



| no. | frontier orbital gap (Ha) |
| --- | --- |
| 1 | 0.176 |
| 2 | 0.261 |